Density functional theory data (the ωB97M-V functional and the def2-TZVPD basis) for C2H2O4 in the gas phase at a distorted geometry.

**Kohn-Sham gap**: 10.662 eV
**LUMO**: 0.03 eV
**SMILES**: O=C(O)C(=O)O
**HOMO level**: -10.63 eV
**Multiplicity**: 1

Each line ends with the Mulliken charge.
Element x y z (Å)
1 C 0.770 -0.123 0.031  0.58
2 C -0.832 0.209 -0.060  0.53
3 H 2.264 0.919 -0.246  0.34
4 H -2.344 -1.322 0.060  0.39
5 O 1.322 1.089 -0.231  -0.39
6 O 1.468 -1.120 0.313  -0.54
7 O -1.424 -0.943 -0.219  -0.45
8 O -1.224 1.290 0.352  -0.46